# 1
DFT (the ωB97M-V functional and the def2-TZVPD basis) results for C35H33AsIrNO5S as an isolated structure.

Geometry as XYZ:
```
77
Properties=species:S:1:pos:R:3
Ir -1.66682 -0.54828 0.75543
As 1.15747 -1.05038 -1.30005
S -2.98065 -2.31948 0.90620
O 0.83046 2.91267 7.99053
O -0.02605 3.64755 6.16199
O -0.47388 -0.79172 -0.87978
O -0.53820 -1.45553 2.65556
O -1.29397 0.58792 2.57077
N 0.36138 2.76191 6.88796
C 0.28237 1.37999 6.36678
C -2.02531 2.27156 -1.64102
C 2.42396 -4.90684 -2.17423
C -2.75664 3.26205 1.96429
C -0.70606 -0.34961 3.21330
C 0.31978 -3.22948 -2.90044
C 0.40057 -4.50793 -3.42593
C 1.56504 0.25416 -2.61107
C 2.18705 0.87257 -4.84091
C 2.35523 -3.62699 -1.64140
C 1.63828 2.57282 -3.22083
C 2.02534 2.20852 -4.50592
C -3.45795 0.62297 -0.70267
C 4.22415 0.18442 1.22962
C -3.40939 1.27931 0.53892
C 2.33617 -0.84419 0.17148
C 1.30356 -2.79683 -2.01250
C -0.23968 -0.10770 4.59839
C 0.68366 0.33849 7.18140
C 1.40316 1.59640 -2.26735
C -2.70722 2.48945 0.68050
C -2.75941 1.10414 -1.81311
C 2.12003 -1.63839 1.29522
C 3.39194 0.06271 0.12727
C 3.99860 -0.58827 2.36104
C 1.95684 -0.11437 -3.89171
C -2.86880 0.35974 -3.12730
C 2.95246 -1.50024 2.39499
C -2.00702 2.95077 -0.42537
C 0.16044 -1.17878 5.39260
C -0.18824 1.19003 5.08694
C -4.31366 0.39418 -3.63681
C -1.92008 0.87553 -4.20157
C 0.61282 -0.95491 6.68386
C 1.45041 -5.34235 -3.06079
H 0.91110 -1.78546 7.30708
H 3.23604 -5.56309 -1.89379
H -5.01182 -0.05870 -2.93346
H -3.79098 3.45984 2.24709
H -2.00393 0.25656 -5.09501
H -2.17027 1.89762 -4.49377
H 2.08423 -1.15833 -4.15096
H 1.04060 0.54707 8.17890
H 2.78206 -2.10600 3.27458
H -0.49995 2.03264 4.48655
H -2.24289 4.21600 1.86692
H -0.88005 0.85916 -3.87479
H -4.04621 0.93541 1.34783
H 1.50698 -6.34177 -3.47008
H 5.04686 0.88535 1.20610
H -4.63117 1.42367 -3.80969
H 2.20482 2.97315 -5.24893
H -4.10520 -0.23820 -0.81970
H -1.46604 2.67706 -2.47421
H -0.50614 -2.58023 -3.16866
H 2.49049 0.59672 -5.84096
H 3.57037 0.66460 -0.75442
H -0.35586 -4.85679 -4.11524
H -2.29512 2.69466 2.77311
H -4.39465 -0.14608 -4.57996
H -2.60634 -0.68214 -2.90702
H 4.64771 -0.48232 3.21974
H 0.10470 -2.18094 4.99069
H 1.08550 1.87687 -1.26888
H 1.30987 -2.35531 1.32592
H -1.45164 3.87741 -0.34362
H 3.11450 -3.28332 -0.95021
H 1.52030 3.61726 -2.96546
```

Computed properties:
LUMO level (spin up / spin down) = -2.53 / -4.82 eV
spin multiplicity = 6
total charge = +1
highest occupied orbital energy (spin up / spin down) = -10.763 / -11.646 eV

***

# 2
DFT (the ωB97M-V functional and the def2-TZVPD basis) results for one molecule with the formula C16H20N2O6S.

Geometry as XYZ:
```
45
Properties=species:S:1:pos:R:3
S 0.91249 -0.65307 -1.67712
O 1.44977 -0.07879 -2.86821
O 0.62519 5.33047 0.90739
O -1.19503 -5.24352 2.47219
O 0.48917 -2.02884 -1.75774
O -2.51692 -0.79866 1.38301
O 2.12207 4.19692 -1.28800
N -0.76433 -2.07234 0.72633
N -0.39592 0.21797 -1.11494
C -0.18169 1.50272 -0.59379
C -0.68263 3.28170 0.93502
C -1.17571 -6.46560 1.90910
C 2.13899 -0.52188 -0.35147
C 0.32604 4.08186 0.41742
C -0.72348 -2.91584 1.89815
C -0.53689 -5.01370 0.35888
C -0.17566 5.85931 1.93469
C -1.70688 -1.13057 0.54293
C -0.93784 2.00792 0.45562
C 1.08591 3.57881 -0.65663
C -0.80691 -4.36282 1.52664
C -0.78143 -6.38781 0.61165
C 0.80978 2.30641 -1.14450
C 2.31688 5.59023 -1.17640
C -1.63436 -0.47986 -0.84880
H -1.72073 1.42944 0.91492
H -1.72569 -1.26344 -1.60373
H -1.56839 -2.64278 2.53871
H -0.21007 -4.58161 -0.56537
H -0.67534 -7.19650 -0.08143
H 0.22217 6.85487 2.12705
H 0.20420 -2.72903 2.45906
H -2.46653 0.22039 -0.95450
H 3.08453 5.82812 -1.91261
H -0.21939 -2.35645 -0.08199
H 2.93781 -1.21293 -0.58928
H -1.22345 5.94186 1.62913
H 1.40521 6.14358 -1.41094
H -1.45967 -7.29327 2.52759
H 2.50802 0.49418 -0.31988
H 1.65622 -0.79378 0.57797
H 1.38423 1.96379 -1.98832
H 2.66462 5.87373 -0.18117
H -1.28734 3.64080 1.75139
H -0.10779 5.26156 2.84930
```

Computed properties:
LUMO level = 0.63 eV
total charge = 0
highest occupied orbital energy = -8.109 eV
SMILES string = COc1ccc(N(CC(=O)NCc2ccco2)S(C)(=O)=O)cc1OC

***

# 3
DFT (the ωB97M-V functional and the def2-TZVPD basis) results for a 2-piece molecular cluster, C4H12O2 overall.

Geometry as XYZ:
```
18
Properties=species:S:1:pos:R:3
O -1.94863 1.75153 -1.02557
O -0.66846 0.67277 2.47788
C -1.56037 0.36152 -0.99003
C 0.46410 -0.99843 -0.27644
C -0.03154 0.33012 -0.81888
C 2.00558 -0.94614 0.12060
H 0.28244 1.10917 -0.13214
H -0.09024 -0.09475 2.62655
H -1.95451 -0.03159 -1.88555
H -0.29566 -1.26083 0.51118
H -1.75744 2.35755 -0.13136
H 2.64925 -0.53101 -0.59602
H 2.01145 -0.31033 0.98815
H -2.07088 -0.20269 -0.23458
H 2.26185 -1.89475 0.43798
H -0.20383 1.03637 1.84374
H 0.42732 -1.76146 -1.07500
H 0.47957 0.41296 -1.84052
```

Computed properties:
LUMO level = 0.77 eV
total charge = 0
highest occupied orbital energy = -10.128 eV
SMILES string = CCCCO.O

***

# 4
DFT (the ωB97M-V functional and the def2-TZVPD basis) results for C33H67K2O25 as an isolated structure.

Geometry as XYZ:
```
127
Properties=species:S:1:pos:R:3
K 1.40900 3.77913 0.54804
K -2.95127 2.57446 0.68455
O -5.74672 -3.18826 6.01548
O 3.22068 -2.32791 5.50269
O -4.17092 1.19754 -1.23909
O 2.60637 -0.57424 -3.89515
O -5.50948 -0.47216 -1.81349
O 0.75679 5.43565 -4.41799
O 1.17600 -3.17113 5.17553
O -4.21803 -2.81856 4.54733
O 2.86757 3.92476 -1.75290
O 3.34273 0.99055 -5.19463
O 1.46773 1.74399 6.25872
O 3.23951 1.82552 7.41742
O 1.15758 0.55224 -5.15174
O 0.67427 4.25782 -6.31532
O -3.68211 -0.25499 -2.79336
O 4.26620 3.71553 -3.45636
O 3.42016 1.22915 5.30531
O -0.07163 3.36142 -4.53704
O 0.59181 -5.14391 -1.22196
O -4.56393 -1.29466 6.13293
O -1.59684 -5.02986 -0.77282
O -0.40158 1.68597 -0.24115
O 2.85503 -3.43120 3.73147
O -0.64222 -6.94697 -0.74753
O 3.92411 2.00971 -2.28390
C 0.44638 4.46837 -5.02889
C 2.05517 -4.17582 2.81289
C -7.75482 -0.77483 -1.05593
C 4.65208 1.77197 7.55003
C 2.29290 -2.99261 4.84713
C 3.63521 3.27182 -2.42242
C -0.44950 -5.66079 -0.95829
C -3.10845 -3.20554 -1.06922
C -0.55608 0.36987 0.20420
C 3.39948 1.35130 -1.11644
C -6.39194 -0.26483 -0.70547
C -1.70999 -3.73094 -1.32340
C 2.77502 1.52766 6.24416
C 4.22784 5.11410 -3.80238
C 3.01957 -1.94718 6.86638
C 0.68591 1.70815 5.09442
C 0.49019 6.45283 -7.43368
C 1.99765 -2.24679 -2.29653
C 1.18184 -3.25090 1.96582
C -3.44424 -1.12431 3.04478
C 1.38719 5.28090 -7.01764
C -4.81965 -2.32269 5.62828
C 5.34951 5.46022 -4.74966
C -0.20741 3.29208 -3.13169
C 1.49875 -1.32109 -3.39592
C 2.28441 0.35353 -4.78353
C -2.51806 0.48552 -3.12557
C -4.42587 0.22741 -1.88542
C -0.03826 0.39967 4.91817
C -3.05017 -2.14941 4.08000
C 3.15826 2.06638 -6.12209
C -6.52994 -2.76656 7.12232
C 0.53237 -7.68114 -0.47372
H -3.80449 -3.76055 -1.69360
H 0.22805 -8.59230 0.02393
H -7.15182 -1.91150 6.86354
H 1.18710 1.95999 4.16909
H 1.79095 -2.65438 1.29296
H 2.05900 -1.48045 7.07441
H -3.17036 -2.12952 -1.12833
H -1.61728 -3.84696 -2.41142
H -0.40639 0.37128 1.30564
H 5.35783 4.89074 -5.68055
H 2.66810 2.86545 -5.57183
H 0.49174 -3.89966 1.41275
H 4.14351 2.37921 -6.44318
H -0.07321 2.47856 5.25727
H -3.37400 -3.51765 -0.04800
H 2.21322 -1.59619 -1.43831
H -6.04114 -0.79584 0.18187
H -8.50356 -0.44264 -0.34366
H 6.33910 5.23895 -4.33187
H -7.72281 -1.84846 -1.23089
H 0.66589 -0.72182 -3.03515
H 3.57771 0.29662 -1.24395
H 3.27660 5.31220 -4.31239
H -2.53698 1.52533 -2.80730
H -7.18932 -3.60080 7.34104
H 2.88253 -2.78905 -2.60057
H 1.23892 -7.09690 0.10901
H 3.13780 -2.80198 7.53729
H 0.26522 -0.30970 -0.11324
H 1.14204 -1.95895 -4.21112
H -0.63213 0.33933 4.00501
H -2.47655 0.54236 -4.21298
H 5.02359 0.76230 7.36653
H 2.70400 -4.75428 2.15997
H 3.85908 -1.29405 7.08727
H -0.60670 0.12317 5.80109
H -3.77554 -0.20714 3.54404
H 0.58839 3.88619 -2.68501
H 1.17686 -2.86972 -1.95746
H 2.55427 1.72568 -6.95892
H 3.89734 1.70325 -0.20454
H -0.47359 6.02613 -7.71517
H 4.18800 5.71221 -2.89169
H 5.21641 2.45684 6.90847
H -1.17272 3.68477 -2.81812
H -4.29729 -1.45655 2.45592
H 1.03368 -7.95251 -1.40420
H -2.38464 -2.92875 3.72450
H 2.37696 1.68046 -1.07095
H 0.57897 -2.60085 2.59196
H 0.73593 -0.35858 4.76620
H 1.78581 4.86193 -7.94731
H -1.50571 -0.07892 -0.14340
H 2.29009 5.55299 -6.46520
H -2.47276 -1.67994 4.87629
H 0.85388 6.92711 -8.34071
H 1.41906 -4.90135 3.32749
H -6.43952 0.80257 -0.48658
H -2.57699 -0.87198 2.43171
H 5.28899 6.52797 -4.95543
H -5.91715 -2.54531 7.99046
H 0.41041 7.12469 -6.58321
H -1.64304 -0.02134 -2.73522
H 4.92748 2.08363 8.55548
H -8.10005 -0.36053 -2.01083
H -0.90181 -3.06766 -1.01827
H -0.09312 2.24688 -2.87637
```

Computed properties:
LUMO level = -3.23 eV
total charge = +1
highest occupied orbital energy = -10.242 eV

***

# 5
DFT (the ωB97M-V functional and the def2-TZVPD basis) results for C48H47BrN5O4Y as an isolated structure.

Geometry as XYZ:
```
106
Properties=species:S:1:pos:R:3
Y -0.06097 0.29458 0.56778
Br 4.94098 -5.46199 -1.73308
O -3.63720 0.61717 2.19545
O -2.00116 1.10517 0.74539
O 0.78206 1.64488 1.98318
O 5.89191 -3.35804 0.63111
N 6.21483 2.84405 2.03885
N -0.74816 1.19208 -1.64527
N 0.61179 -1.20401 -1.36837
N 7.04667 1.98129 1.73860
N 2.18215 1.18184 -0.26282
C 4.23779 1.21376 -1.47800
C 1.21818 -3.23915 1.76836
C 2.03642 2.00877 1.96460
C 3.55988 -4.17720 -1.58857
C -0.01882 -3.45780 1.10475
C 2.84470 1.69158 0.81627
C 5.62851 -0.05883 2.07231
C -0.78549 0.29478 -2.63684
C -4.82051 5.15233 0.30846
C 4.91822 1.69195 -0.39354
C 4.23107 1.94893 0.81401
C 3.73354 -3.07605 -0.76957
C -5.47188 3.95891 0.01472
C 2.33143 -4.23897 1.88613
C 7.43569 -0.02710 0.49754
C -3.03815 3.87686 1.35280
C -2.10994 1.74837 -3.99078
C 2.86352 0.96672 -1.36558
C -0.16028 -1.44974 2.21681
C 6.74569 -4.10213 -0.22113
C 2.63206 2.73708 2.97816
C 2.70913 -2.15196 -0.65397
C -1.71572 3.86924 2.07954
C 2.15490 -1.46948 3.39182
C -0.84801 -0.72994 3.37599
C -2.31912 -2.32293 0.96847
C 1.53904 -2.29494 -1.39268
C 2.37533 -4.37403 -2.28128
C -1.40325 2.33869 -1.79438
C 1.37041 -3.42610 -2.18504
C -5.67664 1.45397 0.05115
C -3.61040 5.09136 0.98441
C 6.64482 0.64395 1.41623
C 1.14212 -2.02179 2.42935
C -0.86772 -2.38869 1.36898
C -5.40614 6.47590 -0.10777
C -3.10294 1.36185 1.39912
C -1.44389 0.54313 -3.83226
C -0.38270 -4.66732 0.29478
C 7.20456 -1.35976 0.18270
C -4.94246 2.72815 0.38112
C -0.01904 -0.94571 -2.44781
C -3.71316 2.69564 1.04617
C -2.09436 2.66263 -2.95219
C 4.82405 2.55024 1.95608
C 4.00706 3.00824 2.95961
C 6.19345 -2.05123 0.84174
C 5.41591 -1.39186 1.79615
H -1.38950 3.01172 -0.94634
H 4.73932 1.02864 -2.41763
H -0.82765 -5.44783 0.92114
H -6.48434 6.40294 -0.24750
H 5.02050 0.43375 2.82003
H -1.11753 -4.42392 -0.47779
H -6.62046 1.67084 -0.44745
H -1.56211 2.95942 2.65602
H 7.78094 -4.06035 0.12547
H -1.88219 -0.48135 3.14528
H -2.63418 1.96843 -4.91108
H 2.01504 3.06388 3.80473
H 2.83497 -1.30019 -0.00113
H -2.85920 -3.20117 1.33402
H 7.82398 -1.84743 -0.55512
H -0.85272 -1.39897 4.24336
H -1.65149 4.72202 2.75607
H 4.65031 -2.94815 -0.20868
H 3.17819 -1.68208 3.07006
H -4.97153 6.81368 -1.05157
H 6.69050 -3.74259 -1.25178
H 2.03393 -1.90593 4.38982
H -5.07804 0.81810 -0.60637
H 2.12931 -4.94635 2.69641
H 3.28734 -3.75881 2.10886
H -1.43531 -0.20209 -4.61685
H -0.87889 3.94529 1.37968
H 8.23966 0.51238 0.01160
H -2.61144 3.60880 -3.02327
H -5.87437 0.87994 0.95525
H -2.81555 -1.44133 1.37194
H 6.39060 -5.12764 -0.18181
H -2.45108 -2.31708 -0.12309
H 2.05606 -0.38723 3.49950
H 2.30952 0.58871 -2.21683
H -6.42460 3.98681 -0.50440
H 5.97484 1.90651 -0.46925
H 4.46399 3.54899 3.77968
H 0.05466 -1.59770 -3.31774
H 2.23078 -5.26301 -2.87878
H -5.20816 7.24649 0.63736
H 4.65088 -1.95468 2.31577
H -0.33567 0.18740 3.67435
H -3.09689 6.01217 1.24433
H 0.43536 -3.60182 -2.70187
H 0.48740 -5.10861 -0.19543
H 2.45962 -4.82718 0.97392
```

Computed properties:
LUMO level = -1.37 eV
total charge = 0
highest occupied orbital energy = -6.527 eV

***

# 6
DFT (the ωB97M-V functional and the def2-TZVPD basis) results for a 2-piece molecular cluster, C20H20BF3NO overall.

Geometry as XYZ:
```
46
Properties=species:S:1:pos:R:3
F 4.15095 1.65899 7.81791
F 4.38538 0.59621 5.90481
F 4.77014 -0.44551 7.81224
O 2.92817 4.28146 11.59700
N -0.66723 2.66265 10.54716
C -2.80379 -0.35770 7.26895
C 4.19700 3.68791 11.27352
C 2.50212 0.04914 7.22422
C 0.44662 1.97393 10.18273
C -1.59768 -0.59559 8.14914
C 0.77798 -1.38753 8.03531
C -2.70187 0.12620 5.96550
C 1.69861 2.46943 10.46806
C -5.07542 0.61660 5.96000
C -0.59173 3.81381 11.26257
C 1.56202 0.91498 6.67850
C 0.21629 0.66722 6.90189
C -4.06547 -0.45508 7.87993
C 2.12904 -1.13993 7.84283
C 3.94748 0.45082 7.19258
C -5.19435 0.03496 7.22842
C 0.61427 4.31793 11.61877
C -3.83283 0.63583 5.32507
C 1.79256 3.66509 11.21725
C -0.18344 -0.47493 7.60044
B -2.02618 2.27160 10.19877
H -5.94592 1.06346 5.48691
H 4.28226 2.68173 11.71241
H 2.87791 -1.82432 8.22691
H -1.66205 0.15602 8.91246
H 0.46532 -2.28676 8.57114
H -6.16932 -0.03069 7.71760
H 1.88426 1.80229 6.14822
H 4.90411 4.37323 11.73867
H -1.73280 0.13315 5.46840
H -3.72383 1.07720 4.33844
H -1.70740 -1.52651 8.70807
H -4.13949 -0.90020 8.87979
H -1.52392 4.29542 11.52439
H 0.28916 1.02861 9.65155
H -2.38131 2.72806 9.16591
H 4.35358 3.65433 10.18360
H -2.50366 1.52010 10.97224
H 2.57071 1.93012 10.09658
H -0.51685 1.38909 6.55905
H 0.67745 5.23207 12.19290
```

Computed properties:
LUMO level = -4.20 eV
total charge = +1
highest occupied orbital energy = -11.524 eV

***

# 7
DFT (the ωB97M-V functional and the def2-TZVPD basis) results for one molecule with the formula C5H8O.

Geometry as XYZ:
```
14
Properties=species:S:1:pos:R:3
O -1.55988 -1.12251 -0.13368
C 1.99701 -0.12540 -0.00445
C -0.53617 0.95013 -0.09237
C 0.49967 -0.15316 -0.00945
C -0.20770 -1.30706 0.07376
C -1.88553 0.24858 0.08727
H 0.16033 -2.27149 -0.02609
H 2.50334 -1.11152 -0.40922
H -2.58874 0.58500 -0.64261
H -2.23690 0.36347 1.14586
H -0.60101 1.54195 -0.99261
H -0.34871 1.69406 0.69429
H 2.29363 0.58244 -0.73487
H 2.51065 0.12550 1.04415
```

Computed properties:
LUMO level = 1.03 eV
total charge = 0
highest occupied orbital energy = -8.034 eV
SMILES string = CC1=COCC1

***

# 8
DFT (the ωB97M-V functional and the def2-TZVPD basis) results for a 3-piece molecular cluster, C4H10O4 overall.

Geometry as XYZ:
```
18
Properties=species:S:1:pos:R:3
O 1.40466 0.95945 1.21807
O 1.02185 -2.76700 -0.40388
O 0.02631 -1.17033 1.72820
O -2.22960 2.23501 -0.61533
C 0.41448 1.11942 -0.92792
C -0.79819 0.33870 -0.37766
C 1.58795 1.08515 0.03697
C -2.09277 1.03727 -0.62465
H 2.62258 1.20424 -0.32638
H 0.11386 2.16634 -1.03500
H -0.51414 -1.84364 2.15356
H 0.46596 -0.60613 2.37496
H 0.78525 -2.14879 -1.10072
H -2.98729 0.38107 -0.56501
H 1.05375 -2.23257 0.40300
H 0.69104 0.74760 -1.91302
H -0.70219 -0.67717 -0.74878
H -0.86350 0.17139 0.72358
```

Computed properties:
LUMO level = 0.46 eV
total charge = 0
highest occupied orbital energy = -9.902 eV
SMILES string = O=CCCC=O.O.O

***

| no. | electronic energy (a.u.) |
| --- | --- |
| 1 | -4522.38074 |
| 2 | -1580.78166 |
| 3 | -310.01462 |
| 4 | -4378.37031 |
| 5 | -5044.45773 |
| 6 | -1228.32011 |
| 7 | -270.49713 |
| 8 | -459.33004 |